1.
75
Properties=species:S:1:pos:R:3:lowdin_charge:R:1 method="wB97M-V/def2-TZVPD" energy_ha=-10157.82983 e_lumo_ev="1.53 / 1.53" charge=-1 s2=0.754 multiplicity=2 gap_ha="0.116 / 0.285"
C -2.81 -6.05 -1.08 -1.607
Br -4.67 -6.28 -0.43 0.280
Br -1.78 -4.66 -0.13 0.356
Br -2.78 -5.64 -3.01 0.298
H -2.26 -6.98 -0.93 -0.064
C -1.81 -1.87 4.09 -0.104
C -1.86 -0.52 3.41 -0.126
O -1.40 0.33 4.45 0.053
C -1.01 -0.38 5.56 -0.557
O -0.44 0.00 6.56 0.121
O -1.37 -1.63 5.41 0.087
H -1.09 -2.53 3.61 0.134
H -2.84 -2.24 4.01 0.134
H -2.90 -0.27 3.21 0.126
H -1.29 -0.39 2.49 0.114
C -0.57 -2.68 -6.24 -0.113
C -2.02 -2.82 -5.74 -0.090
O -1.95 -2.51 -4.35 0.038
C -0.72 -2.21 -4.01 -0.538
O -0.41 -1.94 -2.85 0.104
O 0.03 -2.05 -5.12 0.057
H -0.44 -2.11 -7.16 0.127
H -0.07 -3.63 -6.41 0.128
H -2.39 -3.85 -5.83 0.115
H -2.68 -2.05 -6.13 0.131
C 1.25 -2.38 -0.07 -0.068
C 0.97 -0.92 -0.56 -0.099
O 1.29 -0.20 0.60 0.079
C 1.26 -0.90 1.67 -0.629
O 1.42 -0.49 2.79 0.122
O 1.14 -2.19 1.37 0.063
H 2.20 -2.82 -0.35 0.128
H 0.46 -3.07 -0.35 0.037
H -0.05 -0.88 -0.94 0.099
H 1.64 -0.63 -1.37 0.121
C 0.36 3.08 0.53 -0.110
C 0.17 3.32 2.04 -0.108
O 1.11 4.32 2.33 0.066
C 1.75 4.70 1.20 -0.548
O 2.75 5.40 1.21 0.121
O 1.23 4.10 0.14 0.074
H -0.60 2.94 0.02 0.122
H 0.91 2.15 0.43 0.116
H 0.39 2.48 2.70 0.117
H -0.85 3.61 2.27 0.125
C 2.32 3.16 -3.47 -0.072
C 2.49 1.67 -3.61 -0.099
O 1.26 1.14 -3.12 0.069
C 0.45 2.10 -2.74 -0.598
O -0.70 1.88 -2.33 0.105
O 1.04 3.24 -2.83 0.103
H 2.30 3.46 -4.52 0.131
H 3.06 3.66 -2.84 0.145
H 3.22 1.36 -2.86 0.129
H 2.81 1.26 -4.57 0.136
C 2.90 1.59 4.74 -0.053
C 3.77 0.69 3.78 -0.119
O 4.91 1.48 3.55 0.054
C 5.07 2.34 4.56 -0.553
O 6.07 3.05 4.74 0.090
O 3.94 2.44 5.25 0.055
H 2.46 1.04 5.57 0.132
H 2.20 2.20 4.17 0.117
H 3.37 0.68 2.77 0.108
H 4.01 -0.33 4.10 0.133
C -4.13 0.47 -1.64 -0.059
C -2.79 -0.17 -1.23 -0.148
O -2.47 0.40 0.00 0.060
C -3.28 1.42 0.32 -0.551
O -3.14 2.17 1.28 0.110
O -4.21 1.52 -0.63 0.061
H -4.95 -0.24 -1.50 0.124
H -4.18 0.80 -2.68 0.128
H -2.08 0.09 -2.01 0.094
H -2.98 -1.25 -1.28 0.134

2.
62
Properties=species:S:1:pos:R:3:lowdin_charge:R:1 method="wB97M-V/def2-TZVPD" energy_ha=-9119.10778 e_lumo_ev=-8.03 charge=+2 de_lowest_kj_mol=154.1 gap_ha=0.158
Pt 1.44 0.89 -1.03 0.386
C -0.10 3.62 1.07 -0.065
O -0.37 2.26 0.74 -0.179
C -0.81 1.48 1.80 -0.235
C -1.07 1.97 3.07 -0.056
C -1.43 1.08 4.07 -0.671
Br -1.75 1.75 5.79 0.829
C -1.53 -0.27 3.84 -0.052
C -1.33 -0.77 2.55 -0.057
C -0.99 0.12 1.54 -0.222
O -0.74 -0.38 0.26 -0.092
C -1.45 -2.24 2.36 -0.265
N -1.66 -3.04 3.36 0.189
C -1.70 -4.32 2.79 -0.212
C -1.90 -5.56 3.40 -0.002
C -1.90 -6.67 2.60 -0.072
C -1.72 -6.58 1.21 -0.080
C -1.52 -5.36 0.59 -0.027
C -1.51 -4.24 1.42 -0.197
N -1.33 -2.89 1.15 0.154
H -1.03 4.17 1.22 0.113
H 0.46 4.03 0.23 0.051
H 0.52 3.70 1.96 0.103
H -0.98 3.02 3.30 0.103
H -1.79 -0.97 4.62 0.117
H -1.28 0.11 -0.38 0.117
H -2.05 -5.63 4.47 0.120
H -2.06 -7.65 3.04 0.109
H -1.73 -7.48 0.61 0.108
H -1.39 -5.30 -0.49 0.105
H -1.30 -2.44 0.26 0.128
C 3.16 -1.34 -2.91 -0.300
Se 1.64 -1.34 -1.71 0.966
C 2.43 -2.31 -0.22 -0.467
C 3.39 -1.42 0.51 -0.469
Se 2.40 0.15 1.07 1.029
C 3.89 1.38 1.19 -0.295
H 3.41 -2.38 -3.10 0.056
H 3.99 -0.80 -2.46 0.041
H 2.84 -0.86 -3.83 0.041
H 2.90 -3.21 -0.62 0.102
H 1.58 -2.62 0.39 0.073
H 4.21 -1.08 -0.12 0.078
H 3.81 -1.91 1.39 0.103
H 4.35 1.51 0.22 0.042
H 4.58 0.95 1.91 0.055
H 3.50 2.32 1.57 0.041
S 1.75 2.76 -2.26 0.588
C 0.22 3.30 -3.01 -0.713
N -0.42 4.34 -2.52 0.056
C -1.62 4.94 -3.13 -0.118
C -2.35 3.86 -3.91 -0.145
C -1.39 3.17 -4.86 -0.123
N -0.23 2.69 -4.09 0.043
H 0.01 4.80 -1.72 0.124
H -1.31 5.76 -3.78 0.138
H -2.23 5.35 -2.33 0.134
H -3.17 4.31 -4.47 0.135
H -2.78 3.14 -3.22 0.128
H -1.04 3.85 -5.63 0.138
H -1.85 2.31 -5.34 0.134
H 0.35 1.96 -4.46 0.136

3.
59
Properties=species:S:1:pos:R:3:lowdin_charge:R:1 method="wB97M-V/def2-TZVPD" energy_ha=-1395.91255 e_lumo_ev=-0.34 de_lowest_kj_mol=1044.8 smiles="CCCOC[C@](C#N)(Cc1cccc(C)c1)[C@](C#N)(CCCCOC=O)CON=O" gap_ha=0.319
C -4.24 4.40 -0.92 -0.131
C -4.17 2.98 -0.24 -0.196
C -2.63 2.71 0.16 -0.196
O -2.16 1.54 -0.54 -0.178
C -0.75 1.54 -0.75 -0.158
C -0.01 0.19 -0.40 -0.269
C 0.93 0.53 0.83 -0.180
N 1.69 0.76 1.65 0.195
C 0.97 -0.16 -1.60 -0.090
C 2.28 0.69 -1.66 -0.180
C 2.40 2.14 -1.52 -0.038
C 3.71 2.83 -1.59 -0.061
C 4.95 2.10 -1.85 -0.041
C 4.83 0.62 -2.03 -0.235
C 6.18 -0.14 -2.36 -0.076
C 3.55 -0.06 -1.92 0.005
C -0.92 -1.01 0.08 -0.278
C -1.53 -0.62 1.48 -0.160
N -2.08 -0.21 2.39 0.206
C -0.06 -2.33 0.38 -0.129
C -0.89 -3.46 1.15 -0.181
C -0.24 -3.87 2.55 -0.153
C -0.51 -2.83 3.69 -0.226
O -0.41 -3.38 5.02 -0.072
C -0.75 -2.31 5.87 -0.321
O 0.06 -1.77 6.57 0.102
C -2.04 -1.46 -0.94 -0.113
O -1.96 -0.84 -2.24 -0.110
N -2.22 -1.78 -3.22 -0.027
O -2.69 -1.22 -4.14 0.073
H -3.68 5.19 -0.35 0.073
H -3.77 4.37 -1.95 0.083
H -5.31 4.71 -1.03 0.069
H -4.76 2.91 0.71 0.107
H -4.45 2.18 -0.98 0.111
H -2.06 3.63 -0.13 0.114
H -2.54 2.48 1.27 0.125
H -0.55 1.84 -1.82 0.143
H -0.31 2.38 -0.13 0.127
H 1.26 -1.23 -1.67 0.109
H 0.40 0.07 -2.55 0.129
H 1.51 2.76 -1.33 0.088
H 3.74 3.94 -1.45 0.096
H 5.93 2.62 -1.91 0.106
H 6.89 0.63 -2.78 0.074
H 6.03 -0.98 -3.07 0.076
H 6.63 -0.46 -1.38 0.084
H 3.52 -1.17 -2.07 0.112
H 0.85 -2.12 1.00 0.123
H 0.27 -2.74 -0.61 0.115
H -0.79 -4.39 0.51 0.116
H -1.99 -3.26 1.23 0.117
H -0.76 -4.83 2.85 0.123
H 0.85 -4.09 2.46 0.121
H -1.56 -2.43 3.56 0.103
H 0.17 -1.93 3.57 0.134
H -1.81 -1.91 5.90 0.162
H -2.06 -2.58 -1.12 0.130
H -3.05 -1.23 -0.49 0.147

4.
62
Properties=species:S:1:pos:R:3:lowdin_charge:R:1 method="wB97M-V/def2-TZVPD" energy_ha=-2353.74932 e_lumo_ev=-14.15 charge=+4 de_lowest_kj_mol=51.9 gap_ha=0.198
Ti -1.42 0.67 0.20 1.308
O -3.17 -2.86 1.31 0.303
C -2.96 -1.62 1.16 -0.348
O -2.01 -1.16 0.46 -0.022
C -3.94 -0.73 1.89 -0.024
O -3.73 0.61 1.50 -0.152
C -3.63 1.59 2.54 -0.006
C -2.35 2.35 2.24 -0.389
O -2.13 3.49 2.14 0.257
O -1.37 1.37 1.80 -0.140
H -2.55 -3.47 0.85 0.206
H -3.80 -0.90 2.96 0.182
H -4.95 -1.07 1.64 0.187
H -3.58 1.14 3.53 0.167
H -4.48 2.28 2.49 0.173
N -4.69 5.88 -1.42 0.266
C -4.47 4.76 -1.52 -0.130
C -4.20 3.36 -1.65 -0.140
C -4.95 2.53 -2.49 0.098
C -4.62 1.18 -2.58 0.039
C -3.57 0.69 -1.83 -0.071
N -2.86 1.50 -1.00 -0.054
C -3.16 2.81 -0.91 -0.023
H -5.77 2.94 -3.06 0.163
H -5.17 0.51 -3.23 0.147
H -3.28 -0.35 -1.88 0.129
H -2.57 3.43 -0.25 0.138
C 5.17 -1.84 2.75 -0.044
C 3.79 -1.24 2.37 -0.138
N 3.39 -1.64 1.01 -0.171
C 3.24 -3.10 0.98 -0.140
C 4.54 -3.82 1.43 -0.045
N 5.58 -2.76 1.64 -0.085
C 5.78 -1.98 0.38 -0.044
C 4.45 -1.25 0.07 -0.140
H 5.13 -2.42 3.67 0.145
H 5.95 -1.08 2.86 0.145
H 3.84 -0.15 2.42 0.124
H 3.03 -1.57 3.07 0.126
H 2.99 -3.40 -0.04 0.126
H 2.42 -3.39 1.63 0.123
H 4.92 -4.51 0.69 0.145
H 4.42 -4.35 2.37 0.145
H 6.46 -3.21 1.90 0.204
H 6.07 -2.68 -0.40 0.145
H 6.61 -1.29 0.54 0.146
H 4.13 -1.49 -0.95 0.125
H 4.59 -0.17 0.13 0.125
N 0.50 1.48 -0.17 0.080
C 0.17 1.34 -1.56 -0.344
C 0.02 2.42 -2.43 0.025
C -0.42 2.15 -3.72 0.024
C -0.73 0.85 -4.12 0.012
C -0.58 -0.22 -3.24 -0.014
C -0.14 0.02 -1.94 -0.094
H 0.64 2.43 0.18 0.162
H 1.30 0.92 0.13 0.153
H 0.26 3.43 -2.11 0.149
H -0.51 2.97 -4.43 0.146
H -1.05 0.66 -5.13 0.143
H -0.77 -1.23 -3.58 0.141
H 0.14 -0.81 -1.29 0.133

5.
57
Properties=species:S:1:pos:R:3:lowdin_charge:R:1 method="wB97M-V/def2-TZVPD" energy_ha=-1573.29161 e_lumo_ev=0.72 de_lowest_kj_mol=16.7 smiles="CCOCCOCC[C@@H](C(=O)OCC)P(=O)(c1ccccc1)c1ccccc1" gap_ha=0.355
C -0.13 -2.57 4.63 -0.063
C -1.47 -1.82 4.62 -0.266
O -1.81 -1.30 3.35 -0.155
C -2.30 -2.24 2.43 -0.181
C -2.30 -1.58 1.05 -0.157
O -1.01 -1.55 0.48 -0.227
C -0.66 -2.67 -0.30 -0.197
C 0.72 -2.35 -0.86 -0.131
C 0.70 -0.99 -1.55 -0.207
C -0.05 -1.03 -2.85 -0.518
O -0.63 -1.98 -3.32 0.130
O 0.02 0.17 -3.42 -0.042
C -0.74 0.40 -4.62 -0.195
C -0.04 1.46 -5.44 -0.052
H 0.09 2.36 -4.86 0.062
H -0.63 1.68 -6.33 0.078
H 0.95 1.10 -5.75 0.080
H -1.74 0.73 -4.32 0.135
H -0.83 -0.55 -5.16 0.122
H 1.72 -0.66 -1.76 0.130
H 1.00 -3.12 -1.58 0.128
H 1.44 -2.34 -0.04 0.108
H -1.38 -2.81 -1.11 0.129
H -0.62 -3.59 0.31 0.130
H -2.61 -0.54 1.15 0.123
H -3.00 -2.10 0.38 0.136
H -1.68 -3.14 2.41 0.116
H -3.33 -2.53 2.71 0.131
H -2.27 -2.47 4.99 0.118
H -1.39 -0.94 5.27 0.116
H -0.20 -3.50 4.08 0.065
H 0.63 -1.94 4.18 0.059
H 0.15 -2.80 5.65 0.074
P -0.16 0.46 -0.71 0.807
O -1.58 0.65 -1.00 -0.278
C 0.81 1.87 -1.37 -0.258
C 2.19 1.98 -1.26 -0.079
C 2.84 3.10 -1.75 -0.081
C 2.12 4.12 -2.34 -0.089
C 0.74 4.03 -2.44 -0.087
C 0.10 2.91 -1.95 -0.084
H -0.98 2.81 -2.02 0.108
H 0.18 4.83 -2.90 0.104
H 2.63 4.99 -2.73 0.100
H 3.92 3.17 -1.67 0.102
H 2.77 1.19 -0.79 0.097
C 0.35 0.59 1.04 -0.256
C -0.52 1.29 1.86 -0.074
C -0.21 1.50 3.19 -0.073
C 0.97 0.99 3.71 -0.093
C 1.84 0.30 2.89 -0.089
C 1.54 0.10 1.56 -0.080
H 2.23 -0.44 0.93 0.097
H 2.77 -0.09 3.30 0.105
H 1.21 1.14 4.76 0.104
H -0.90 2.04 3.83 0.108
H -1.44 1.68 1.44 0.113

6.
60
Properties=species:S:1:pos:R:3:lowdin_charge:R:1 method="wB97M-V/def2-TZVPD" energy_ha=-1972.47561 e_lumo_ev=-0.24 de_lowest_kj_mol=71.5 gap_ha=0.267
Ba 1.03 -0.11 -0.45 1.927
C -1.58 2.39 1.16 -0.011
C -0.10 2.24 1.00 -0.377
N 0.48 1.34 1.72 -0.050
N 1.90 1.33 1.65 -0.233
C 2.51 0.27 2.08 -1.319
S 2.02 -1.34 2.34 0.431
S 4.26 0.53 2.24 0.881
C 4.47 2.29 1.86 -0.434
C 3.85 3.29 2.80 -0.287
C 3.18 2.94 3.96 -0.061
C 2.62 3.92 4.77 -0.080
C 2.72 5.25 4.43 -0.102
C 3.39 5.61 3.27 -0.097
C 3.95 4.64 2.46 -0.067
C 0.55 3.13 -0.01 -0.166
C 1.14 4.31 0.43 -0.042
C 1.74 5.18 -0.46 -0.108
C 1.75 4.87 -1.82 -0.099
C 1.18 3.70 -2.28 -0.029
C 0.56 2.79 -1.40 -0.461
O 0.07 1.66 -1.83 -0.414
H -1.96 1.67 1.89 0.057
H -2.06 2.25 0.19 0.092
H -1.80 3.41 1.49 0.095
H 4.12 2.48 0.85 0.078
H 5.56 2.41 1.86 0.082
H 3.09 1.90 4.23 0.091
H 2.10 3.63 5.67 0.102
H 2.28 6.01 5.06 0.098
H 3.48 6.66 2.99 0.101
H 4.46 4.93 1.55 0.115
H 1.14 4.53 1.49 0.115
H 2.19 6.09 -0.11 0.095
H 2.22 5.55 -2.52 0.099
H 1.20 3.44 -3.33 0.108
C -0.29 -3.39 -2.22 -0.085
N -0.51 -1.95 -2.08 -0.403
C -0.53 -1.31 -3.40 -0.102
C -1.76 -1.66 -1.37 -0.238
C -1.71 -2.07 0.10 -0.244
N -2.08 -0.96 0.96 -0.288
C -3.47 -0.59 0.78 -0.096
C -1.81 -1.28 2.36 -0.102
H -1.10 -3.87 -2.79 0.097
H -0.23 -3.87 -1.24 0.085
H 0.65 -3.56 -2.74 0.090
H -1.34 -1.72 -4.03 0.097
H 0.42 -1.50 -3.91 0.090
H -0.66 -0.24 -3.29 0.068
H -2.62 -2.11 -1.89 0.132
H -1.89 -0.58 -1.42 0.104
H -0.69 -2.36 0.37 0.083
H -2.34 -2.96 0.29 0.131
H -4.15 -1.42 1.03 0.095
H -3.67 -0.28 -0.24 0.083
H -3.70 0.25 1.44 0.080
H -2.40 -2.14 2.71 0.092
H -2.06 -0.42 2.98 0.084
H -0.75 -1.48 2.50 0.019

7.
60
Properties=species:S:1:pos:R:3:lowdin_charge:R:1 method="wB97M-V/def2-TZVPD" energy_ha=-4504.44217 e_lumo_ev=-1.77 smiles="[H]/N=C(/C)Cc1cc(CC(=O)Br)c2c(c1[PH2]=S)C(=O)N(CCCCCCCCC)C2=O" gap_ha=0.258
C 1.18 3.62 2.43 -0.151
C 0.54 3.67 0.89 -0.252
C -0.89 4.47 1.03 -0.244
C -1.79 4.52 -0.35 -0.223
C -1.91 3.05 -1.11 -0.212
C -2.88 2.03 -0.22 -0.213
C -4.13 1.39 -1.07 -0.200
C -4.01 -0.26 -1.26 -0.159
C -2.56 -0.57 -1.95 -0.175
N -2.31 -2.03 -2.29 -0.026
C -2.28 -3.01 -1.10 -0.193
O -3.24 -3.75 -0.55 0.006
C -0.73 -3.01 -0.56 0.043
C -0.04 -3.56 0.82 -0.066
C -0.96 -4.30 1.96 -0.144
C -1.59 -3.28 3.08 -0.610
O -2.91 -3.03 3.10 -0.099
Br -0.49 -2.37 4.51 0.613
C 1.60 -3.34 0.97 0.056
C 2.54 -2.57 -0.17 -0.085
C 4.17 -2.38 0.07 -0.139
C 4.53 -1.35 1.31 -0.297
C 5.01 0.21 1.05 -0.081
N 4.46 -1.83 2.63 0.075
C 1.81 -2.02 -1.57 -0.246
P 2.71 -1.14 -3.00 0.344
S 1.98 0.69 -3.08 0.056
C 0.20 -2.28 -1.70 -0.006
C -0.89 -1.95 -2.88 -0.237
O -0.49 -1.71 -4.13 -0.020
H 1.24 2.49 2.81 0.078
H 0.46 4.19 3.15 0.066
H 2.24 4.13 2.39 0.073
H 1.27 4.22 0.15 0.112
H 0.36 2.53 0.60 0.103
H -1.52 3.87 1.83 0.110
H -0.72 5.55 1.45 0.115
H -1.40 5.38 -1.05 0.107
H -2.90 4.79 -0.01 0.113
H -0.83 2.59 -1.29 0.098
H -2.36 3.28 -2.18 0.104
H -3.24 2.68 0.70 0.103
H -2.14 1.22 0.24 0.108
H -5.13 1.71 -0.51 0.116
H -4.15 1.95 -2.12 0.112
H -4.88 -0.54 -2.03 0.128
H -4.21 -0.85 -0.26 0.120
H -2.55 0.03 -2.98 0.162
H -1.63 -0.21 -1.33 0.124
H -1.79 -4.97 1.42 0.145
H -0.25 -5.08 2.51 0.131
H 2.16 -3.71 1.95 0.098
H 4.74 -3.39 0.22 0.130
H 4.60 -1.88 -0.90 0.073
H 5.55 0.60 2.04 0.092
H 4.10 0.95 0.87 0.091
H 5.77 0.33 0.16 0.082
H 4.15 -2.82 2.51 0.016
H 4.15 -1.19 -2.92 -0.027
H 2.24 -1.78 -4.24 -0.001

8.
59
Properties=species:S:1:pos:R:3:lowdin_charge:R:1 method="wB97M-V/def2-TZVPD" energy_ha=-1710.00216 e_lumo_ev=-6.20 charge=+2 gap_ha=0.268
Cl -0.92 -4.10 7.28 0.693
C -1.53 -4.01 5.61 -0.487
N -2.54 -2.93 5.43 -0.251
C -3.80 -3.15 6.31 -0.058
C -4.77 -2.06 6.03 -0.140
N -4.16 -1.25 5.01 -0.239
F -5.59 0.46 4.61 0.094
C -4.01 -1.91 3.72 -0.128
C -2.98 -2.96 3.96 -0.061
C -3.00 -0.51 5.46 -0.138
C -1.94 -1.53 5.72 -0.062
H -0.69 -3.78 4.94 0.109
H -2.02 -4.96 5.36 0.109
H -4.20 -4.13 6.01 0.146
H -3.45 -3.16 7.35 0.118
H -5.74 -2.43 5.66 0.144
H -4.98 -1.42 6.90 0.143
H -4.99 -2.30 3.43 0.131
H -3.73 -1.15 2.97 0.139
H -2.08 -2.78 3.36 0.147
H -3.40 -3.96 3.78 0.146
H -2.71 0.22 4.68 0.139
H -3.29 0.06 6.35 0.141
H -1.61 -1.54 6.76 0.118
H -1.10 -1.41 5.02 0.145
C -4.68 7.64 3.59 -0.054
N -4.71 6.61 4.62 -0.243
C -3.82 6.88 5.74 -0.054
C -5.21 5.31 4.37 -0.187
C -4.46 4.40 3.63 0.077
C -4.90 3.10 3.49 0.036
N -6.06 2.67 4.08 0.057
C -6.49 1.23 4.04 -0.228
C -6.44 0.68 2.66 -0.270
C -7.41 -0.42 2.40 -0.159
C -7.02 -1.42 1.52 -0.025
C -7.89 -2.49 1.24 -0.038
C -9.18 -2.51 1.81 -0.041
C -9.59 -1.47 2.64 -0.052
C -8.71 -0.42 2.95 -0.013
O -5.50 0.89 1.92 0.115
C -6.82 3.58 4.75 0.018
C -6.43 4.88 4.93 0.073
H -5.46 7.45 2.85 0.097
H -4.86 8.62 4.07 0.098
H -3.69 7.68 3.09 0.092
H -3.95 6.12 6.52 0.094
H -2.77 6.89 5.41 0.094
H -4.06 7.87 6.14 0.096
H -3.52 4.67 3.16 0.143
H -4.38 2.37 2.90 0.126
H -7.33 1.05 4.68 0.155
H -6.04 -1.38 1.05 0.124
H -7.54 -3.30 0.60 0.115
H -9.85 -3.35 1.60 0.126
H -10.59 -1.48 3.09 0.124
H -9.02 0.39 3.59 0.109
H -7.78 3.21 5.14 0.153
H -7.04 5.59 5.49 0.145